(1)
{"formula": "C32H38N3O", "method": "ωB97M-V/def2-TZVPD", "symbols": ["C", "N", "C", "C", "C", "C", "C", "N", "C", "C", "C", "C", "C", "C", "C", "C", "C", "O", "H", "H", "H", "H", "H", "H", "H", "H", "H", "H", "H", "H", "H", "H", "H", "H", "H", "H", "H", "H", "H", "H", "C", "C", "N", "C", "C", "C", "C", "C", "C", "C", "C", "C", "C", "C", "C", "C", "C", "C", "H", "H", "H", "H", "H", "H", "H", "H", "H", "H", "H", "H", "H", "H", "H", "H"], "xyz": [[-3.5317, 2.7495, 2.1916], [-2.2140, 2.1835, 2.0613], [-1.8711, 0.8488, 2.4895], [-2.5848, -0.3705, 1.7836], [-2.5381, -0.2121, 0.2598], [-4.0370, -0.4539, 2.2515], [-1.8317, -1.6468, 2.1860], [-0.4485, 0.8180, 2.2712], [0.1001, 2.1488, 2.2228], [1.2208, 2.2961, 1.2019], [2.3735, 1.4104, 1.5830], [3.2563, 1.8289, 2.5852], [4.3447, 1.0224, 2.9344], [4.5482, -0.2014, 2.2840], [3.6113, -0.6568, 1.3485], [2.5286, 0.1524, 0.9902], [-1.1099, 2.9828, 1.8442], [-1.0975, 4.1140, 1.3759], [-3.4521, 3.8428, 2.2440], [-4.1632, 2.4744, 1.3354], [-4.0145, 2.3557, 3.0992], [-2.0962, 0.7497, 3.5763], [-1.5484, 0.1182, -0.0832], [-2.7482, -1.1720, -0.2291], [-3.2874, 0.5014, -0.0902], [-4.1117, -0.3578, 3.3425], [-4.6567, 0.3215, 1.7950], [-4.4796, -1.4188, 1.9760], [-1.7234, -1.7198, 3.2779], [-2.3609, -2.5529, 1.8507], [-0.8290, -1.6855, 1.7303], [0.0913, 0.1530, 2.8210], [0.4274, 2.4863, 3.2407], [0.8248, 2.0325, 0.2126], [1.5308, 3.3480, 1.1972], [3.0855, 2.7967, 3.0714], [5.0385, 1.3623, 3.7058], [5.4476, -0.7826, 2.4797], [3.7308, -1.6338, 0.8751], [1.8030, -0.1661, 0.2314], [-1.7916, -7.0705, 4.1178], [-1.1807, -6.3692, 2.9627], [-1.1156, -6.9566, 1.7391], [-0.3561, -6.1787, 0.8570], [0.0750, -5.0387, 1.5776], [0.8547, -4.0773, 0.9392], [1.0127, -4.1589, -0.4496], [0.5117, -5.2671, -1.1702], [-0.1438, -6.3222, -0.5130], [-0.4528, -5.1383, 2.9296], [-0.1817, -4.1917, 3.9420], [1.1604, -3.9259, 4.3434], [2.2709, -4.5765, 3.7154], [3.5659, -4.1657, 3.9445], [3.8384, -3.1030, 4.8200], [5.2238, -2.5433, 4.8635], [2.7819, -2.5894, 5.5903], [1.4688, -2.9610, 5.3488], [-1.2618, -6.7554, 5.0266], [-2.8596, -6.8140, 4.2312], [-1.7033, -8.1680, 4.0165], [-1.5423, -7.8521, 1.4948], [1.3199, -3.2914, 1.5349], [1.5254, -3.3486, -0.9669], [0.6418, -5.3005, -2.2510], [-0.5220, -7.2143, -1.0258], [-1.0281, -3.7043, 4.4470], [2.0981, -5.3737, 2.9860], [4.3859, -4.6660, 3.4224], [5.3748, -1.8767, 5.7164], [5.9646, -3.3496, 4.9024], [5.4511, -1.9560, 3.9625], [3.0139, -1.8829, 6.3917], [0.6424, -2.5078, 5.9084]], "forces_ev_per_a": [[-0.521, -0.115, -0.154], [0.498, 0.561, -0.210], [-0.100, -0.717, 0.775], [0.145, 0.619, -0.177], [0.161, -0.126, -0.110], [-0.171, -0.198, 0.136], [0.214, -0.207, -0.019], [0.703, -0.587, -0.461], [-0.045, 0.375, 0.452], [0.043, 0.122, 0.208], [0.039, -0.048, -0.046], [0.183, -0.401, -0.069], [-0.128, 0.059, -0.117], [-0.360, 0.184, -0.089], [0.000, 0.158, -0.002], [0.199, 0.035, 0.192], [-0.329, 0.283, -0.701], [-0.195, -1.077, 0.851], [0.020, -0.353, -0.041], [0.072, 0.215, 0.175], [0.146, 0.221, -0.174], [-0.201, 0.008, -0.149], [-0.185, -0.043, 0.159], [-0.027, 0.139, 0.094], [0.112, 0.037, 0.028], [-0.006, -0.031, -0.134], [0.093, -0.070, 0.107], [0.091, 0.132, 0.003], [-0.034, 0.077, -0.063], [0.003, 0.339, 0.043], [-0.269, 0.113, 0.153], [-0.432, 0.343, -0.108], [-0.003, 0.031, -0.628], [0.114, 0.093, 0.205], [-0.083, -0.181, -0.135], [0.183, -0.384, -0.182], [-0.115, -0.102, -0.289], [-0.243, 0.164, -0.061], [0.087, 0.284, 0.081], [0.341, 0.077, 0.319], [-0.201, -0.074, 0.423], [0.023, 0.835, -0.567], [0.305, 0.170, 0.186], [-0.386, 0.825, 0.098], [0.537, -0.906, -0.355], [-0.138, 0.131, -0.650], [-0.137, -0.278, 0.539], [-0.142, -0.262, 0.447], [0.077, 0.321, -0.141], [-0.473, -1.126, -0.848], [0.790, -0.716, 0.912], [-0.143, 0.644, -0.441], [0.088, -0.098, -0.240], [-0.376, -0.329, -0.249], [-0.088, 0.032, -0.226], [0.280, 0.023, 0.407], [-0.238, 0.170, 0.305], [-0.071, 0.095, -0.124], [-0.292, -0.245, -0.152], [0.383, -0.098, -0.058], [-0.044, 0.557, 0.066], [0.310, 0.496, 0.308], [-0.213, 0.087, -0.384], [-0.030, -0.333, 0.048], [-0.004, -0.059, 0.293], [0.225, 0.502, 0.008], [0.478, -0.384, 0.315], [-0.001, 0.288, 0.418], [-0.264, 0.241, 0.145], [-0.044, -0.141, -0.061], [-0.115, 0.104, 0.046], [-0.320, -0.303, 0.247], [-0.162, -0.083, -0.395], [0.391, -0.115, -0.177]], "e_above_lowest_kcal_mol": 9.8, "e_homo_ha": -0.3969, "homo_lumo_gap_ev": 5.39, "charge": 1, "lumo_ha": -0.1989, "max_force_ha_per_bohr": 0.0289}

(2)
{"formula": "C32H39AsCl3CoN3O9P2Si", "method": "ωB97M-V/def2-TZVPD", "symbols": ["Co", "C", "C", "O", "P", "O", "O", "O", "P", "O", "O", "O", "H", "H", "H", "H", "H", "H", "H", "O", "N", "N", "O", "C", "C", "C", "C", "C", "C", "H", "H", "H", "H", "H", "Cl", "Si", "Cl", "Cl", "C", "C", "C", "C", "C", "C", "As", "N", "C", "C", "C", "C", "C", "C", "C", "C", "C", "C", "C", "C", "C", "C", "C", "C", "C", "C", "H", "H", "H", "H", "H", "H", "H", "H", "H", "H", "H", "H", "H", "H", "H", "H", "H", "H", "H", "H", "H", "H", "H", "H", "H", "H", "H"], "xyz": [[0.0454, -2.0199, 1.9024], [3.1140, 0.6866, 3.0795], [2.2962, 0.3270, 4.3023], [2.7849, 1.0158, 5.4567], [2.3842, -1.4864, 4.6250], [2.0395, -1.6969, 6.1532], [3.9604, -1.8500, 4.6331], [1.6502, -2.3484, 3.6736], [0.4773, 0.6213, 4.1221], [0.3531, 2.2210, 3.9100], [-0.0462, 0.2396, 5.4577], [0.0454, -0.0321, 2.8310], [4.1638, 0.4209, 3.2265], [3.0414, 1.7650, 2.9158], [2.7216, 0.1678, 2.2015], [2.0550, 1.0107, 6.0957], [1.0617, -1.7475, 6.2351], [4.1371, -2.3098, 3.7969], [0.0911, 2.4022, 2.9880], [1.8578, -2.1154, 0.9342], [1.7681, -2.6563, -0.1948], [0.7646, -3.4356, -0.2999], [-0.0588, -3.6817, 0.6789], [0.4785, -3.9975, -1.5821], [-0.7278, -4.6557, -1.7433], [-1.0437, -5.2093, -2.9755], [-0.1621, -5.1123, -4.0407], [1.0422, -4.4396, -3.8679], [1.3693, -3.8804, -2.6444], [-1.4054, -4.6955, -0.9017], [-1.9972, -5.7041, -3.1080], [-0.4136, -5.5427, -5.0028], [1.7264, -4.3337, -4.7013], [2.2938, -3.3382, -2.5016], [-2.8630, -4.4031, 3.2096], [-1.5921, -2.6617, 3.5063], [-3.1325, -1.2538, 3.9100], [-1.0545, -3.1744, 5.5391], [-1.9314, 6.1956, 1.9083], [-1.4194, 4.8444, 1.4758], [-2.2262, 3.7187, 1.5274], [-1.7954, 2.4656, 1.0882], [-2.7683, 1.3245, 1.1808], [-0.4951, 2.3224, 0.5635], [0.4308, 0.6101, 0.0615], [-0.6889, -0.8146, 0.1930], [-1.7881, -1.2287, -0.5247], [-2.1209, -0.8377, -1.8411], [-3.3026, -1.2288, -2.4585], [-4.2051, -2.0708, -1.8239], [-3.8591, -2.5476, -0.5599], [-2.6907, -2.1508, 0.0643], [0.7630, 1.0534, -1.9201], [-0.0753, 1.7081, -2.8406], [-1.2583, 2.5500, -2.4188], [0.1872, 1.6246, -4.2102], [1.2805, 0.9331, -4.7080], [1.4732, 0.7185, -6.1883], [2.1892, 0.4253, -3.7887], [1.9645, 0.5025, -2.4150], [3.0852, 0.0660, -1.4908], [0.3438, 3.4588, 0.5476], [1.7732, 3.3926, 0.0542], [-0.1290, 4.6915, 0.9902], [-2.7313, 6.0955, 2.6440], [-2.3348, 6.7479, 1.0539], [-1.1314, 6.7980, 2.3434], [-3.2351, 3.8071, 1.9225], [-3.6859, 1.6458, 1.6771], [-2.3461, 0.4939, 1.7433], [-3.0290, 0.9428, 0.1932], [-1.4200, -0.2418, -2.3929], [-3.5093, -0.8645, -3.4609], [-5.1366, -2.3568, -2.2979], [-4.5153, -3.2395, -0.0390], [-2.4563, -2.5462, 1.0423], [-1.8408, 2.0736, -1.6338], [-1.9179, 2.7366, -3.2695], [-0.9170, 3.5137, -2.0287], [-0.5012, 2.1016, -4.9046], [0.9076, 1.4478, -6.7720], [1.1244, -0.2785, -6.4707], [2.5274, 0.7915, -6.4646], [3.1029, -0.0447, -4.1500], [3.9259, -0.3171, -2.0750], [2.7770, -0.7079, -0.7895], [3.4314, 0.9188, -0.9016], [2.3508, 2.6716, 0.6394], [2.2519, 4.3697, 0.1295], [1.8137, 3.0639, -0.9860], [0.5328, 5.5551, 0.9617]], "forces_ev_per_a": [[0.204, 1.112, 0.023], [-0.003, 0.097, 0.046], [-0.292, -0.382, 0.079], [0.065, 0.035, -0.117], [0.357, -0.104, -0.193], [-0.313, -0.162, 0.062], [-0.126, -0.057, -0.154], [-0.012, 0.149, -0.015], [0.119, 0.093, -0.406], [-0.083, -0.049, -0.303], [-0.084, 0.009, 0.159], [-0.035, -0.042, 0.321], [-0.014, 0.044, -0.002], [-0.002, -0.038, -0.017], [0.020, 0.011, -0.003], [0.020, -0.089, -0.065], [0.178, 0.150, 0.008], [-0.024, 0.090, 0.214], [0.080, -0.024, 0.236], [0.565, 0.352, 0.473], [0.060, -0.347, -0.584], [-0.257, -0.280, -0.554], [0.030, -0.051, 0.202], [0.092, -0.036, -0.030], [-0.181, -0.022, 0.122], [0.003, 0.001, -0.038], [0.016, 0.028, 0.011], [-0.005, 0.026, -0.012], [0.110, 0.094, 0.044], [-0.001, -0.007, -0.040], [-0.016, -0.010, 0.043], [-0.004, 0.016, 0.013], [0.028, -0.010, 0.022], [-0.024, -0.026, -0.035], [0.114, 0.057, -0.188], [-0.813, -0.529, 0.792], [-0.004, 0.066, -0.027], [0.165, 0.116, -0.045], [0.015, -0.070, -0.039], [0.009, 0.035, -0.008], [0.007, -0.012, -0.038], [0.069, 0.030, -0.044], [0.059, -0.021, 0.056], [-0.042, 0.056, 0.103], [-0.037, 0.309, -0.232], [-0.082, -0.376, 0.086], [-0.010, 0.115, -0.129], [-0.018, -0.061, 0.150], [0.060, 0.013, 0.036], [0.093, -0.005, 0.009], [0.038, 0.007, 0.056], [0.000, 0.101, -0.033], [-0.162, -0.267, -0.014], [-0.047, 0.031, 0.037], [0.009, -0.174, -0.014], [0.007, 0.024, 0.019], [0.047, -0.012, 0.037], [-0.016, 0.041, 0.116], [0.022, 0.047, -0.009], [0.087, 0.042, 0.042], [-0.196, -0.177, -0.094], [0.052, -0.073, -0.029], [-0.157, -0.077, 0.064], [-0.041, 0.055, -0.001], [0.037, 0.010, -0.001], [0.006, 0.005, 0.030], [-0.033, -0.008, 0.011], [0.044, -0.015, 0.004], [0.027, 0.001, -0.013], [0.031, -0.052, -0.002], [-0.001, -0.049, -0.081], [0.134, 0.229, -0.113], [0.010, -0.021, 0.003], [0.018, -0.030, -0.008], [0.039, 0.051, 0.008], [-0.069, 0.017, -0.055], [-0.015, -0.036, 0.008], [0.039, 0.001, 0.005], [-0.039, -0.047, 0.021], [0.013, -0.033, 0.032], [0.030, -0.017, 0.010], [0.012, 0.021, -0.033], [-0.024, 0.001, -0.019], [-0.067, 0.018, 0.052], [-0.017, 0.041, -0.002], [0.073, 0.098, -0.041], [0.011, -0.020, 0.013], [0.013, 0.012, -0.022], [-0.009, 0.001, 0.032], [0.045, 0.031, -0.007], [-0.005, -0.068, -0.003]], "s_squared": 3.76, "e_above_lowest_kcal_mol": 5.4, "e_homo_ha": [-0.0730, -0.0730], "homo_lumo_gap_ev": [6.03, 6.03], "charge": -2, "multiplicity": 4, "lumo_ha": [0.1486, 0.1486], "max_force_ha_per_bohr": 0.0244}